Entry a
Below is a single C5H7OP molecule, with properties calculated with ωB97M-V with the def2-TZVPD basis set.

The gap between HOMO and LUMO (alpha / beta) comes out at 6.9438 / 7.1150 eV. As for the LUMO energy (alpha / beta): -1.0672 / -1.1221 eV. For the HOMO energy (alpha / beta), the calculation gives -8.01 / -8.24 eV. The multiplicity is 1.

Element x y z (Å)
C -0.3779 -0.0133 0.8091
C -0.0590 0.6346 1.8886
C -0.1080 0.8437 -0.4319
C 1.1822 0.4178 -1.1808
C -0.9708 -1.4175 0.6830
O 0.1636 1.4248 2.7100
P 1.0352 -0.8821 -2.4654
H -0.9866 0.8217 -1.1908
H -0.0653 1.9540 -0.2108
H 1.4175 1.3694 -1.6870
H 1.9891 0.1660 -0.5754
H -1.2301 -2.0024 1.5589
H -0.2557 -2.0877 0.1037
H -1.7341 -1.2289 -0.0112

***

Entry b
Below is a single C5H7OP molecule, with properties calculated with ωB97M-V with the def2-TZVPD basis set.

The gap between HOMO and LUMO comes out at 9.4274 eV. As for the LUMO energy: -0.1881 eV. For the HOMO energy, the calculation gives -9.62 eV. The SMILES is CP1(=O)C=CC=C1. The multiplicity is 1.

Element x y z (Å)
C 1.0015 -0.0998 -1.4241
C 0.7983 1.2710 -0.9724
C 0.0291 -0.8969 -1.1060
C -0.2475 1.4471 -0.1611
C -0.3314 -0.7487 1.7343
O -2.4603 -0.3505 0.0774
P -1.0324 -0.1247 0.1573
H 1.7928 -0.2148 -2.2257
H 1.4027 2.0914 -1.3184
H 0.0580 -1.9961 -1.0874
H -0.3709 2.3771 0.3691
H -0.6060 -1.8169 1.7357
H 0.7641 -0.7422 1.7184
H -0.7980 -0.1960 2.5027

***

Quick one: least stable of them? entry a

***

Entry a
Below is a gas-phase ion, C4H8NOS (charge -1), with properties calculated with ωB97M-V with the def2-TZVPD basis set.

The gap between HOMO and LUMO comes out at 6.3315 eV. As for the LUMO energy: 3.7175 eV. For the HOMO energy, the calculation gives -2.61 eV. Its net charge is -1. The SMILES is C[C@@H](C[S-])NC=O. The multiplicity is 1.

Element x y z (Å)
O -3.2383 -1.0481 0.4290
C -2.1612 -0.6738 -0.0077
N -1.0113 -0.8641 0.6756
C 0.2102 -0.0678 0.5470
C 0.7004 0.2347 -0.8816
S 1.8640 1.6293 -1.0343
C 1.3677 -0.7845 1.2662
H -2.0983 -0.3553 -1.0558
H -1.0240 -1.5637 1.3992
H -0.0569 0.8625 1.0714
H -0.1924 0.4795 -1.4736
H 1.2361 -0.6228 -1.2772
H 1.2690 -0.6088 2.3488
H 1.4531 -1.8389 1.0098
H 2.3237 -0.3218 1.0365

***

Entry b
Below is a gas-phase ion, C4H8NOS (charge -1), with properties calculated with ωB97M-V with the def2-TZVPD basis set.

The gap between HOMO and LUMO comes out at 6.1021 eV. As for the LUMO energy: 3.4982 eV. For the HOMO energy, the calculation gives -2.60 eV. Its net charge is -1. The SMILES is CC(=O)NCC[S-]. The multiplicity is 1.

Element x y z (Å)
O 2.3315 -0.6190 -2.1429
C 1.3758 -0.0261 -1.6585
N 0.6587 -0.5057 -0.5717
C -0.2623 0.3553 0.2413
C -1.3981 -0.6105 0.8058
S -1.8969 -0.1427 2.4829
C 1.2804 1.4872 -1.8541
H 0.7571 -1.4393 -0.2552
H 0.3168 0.5281 1.2472
H -0.5768 1.1046 -0.4305
H -2.3573 -0.5677 0.1989
H -1.0054 -1.6992 0.8151
H 1.4323 1.9570 -0.7902
H 0.4007 1.7799 -2.3553
H 2.1459 1.8764 -2.2179

***

Quick one: least stable of them? entry b

***

Entry a
Below is a gas-phase ion, C4H8NOS (charge -1), with properties calculated with ωB97M-V with the def2-TZVPD basis set.

The gap between HOMO and LUMO comes out at 6.2034 eV. As for the LUMO energy: 3.6777 eV. For the HOMO energy, the calculation gives -2.53 eV. Its net charge is -1. The SMILES is CC(=O)NCC[S-]. The multiplicity is 1.

Element x y z (Å)
O -1.0774 1.9049 -1.7596
C -0.7124 0.9290 -1.1533
N 0.0161 0.9476 0.0497
C 0.6521 -0.2203 0.5837
C 1.0196 -0.1856 1.9977
S 0.0171 -1.4598 2.9476
C -1.0475 -0.4760 -1.8382
H 0.3146 1.8102 0.4594
H 0.2021 -1.2810 0.2654
H 1.5039 -0.2313 -0.0854
H 2.0215 -0.1892 2.1420
H 0.7922 0.7788 2.5572
H -0.3114 -0.7033 -2.5629
H -2.0024 -0.2821 -2.3305
H -1.3882 -1.3419 -1.2727

***

Entry b
Below is 2 unconnected molecules or ions with the total composition C4H8NOS, with properties calculated with ωB97M-V with the def2-TZVPD basis set.

The gap between HOMO and LUMO comes out at 5.5018 eV. As for the LUMO energy: 2.2582 eV. For the HOMO energy, the calculation gives -3.24 eV. Its net charge is -1. The multiplicity is 1.

Element x y z (Å)
C -0.6827 1.3761 -0.2648
C -0.3151 -0.1550 1.7833
S -0.7964 -1.9605 1.9852
C 0.3671 1.5107 -1.1387
N 1.1528 0.2217 -1.1333
C 0.3875 -0.9183 -1.3936
O 0.7151 2.4287 -1.9407
H -0.8103 0.5992 0.6029
H -1.4672 2.0184 -0.6309
H -0.3652 0.4894 2.6508
H 0.7077 -0.1259 1.4815
H 1.8736 0.3750 -1.8851
H -0.7318 -0.7429 -1.4359
H 0.6532 -1.3547 -2.3062
H 0.5510 -1.7534 -0.6985

***

Quick one: least stable of them? entry b

***

Entry a
Below is 4 unconnected molecules or ions with the total composition H8O3S2, with properties calculated with ωB97M-V with the def2-TZVPD basis set.

The gap between HOMO and LUMO comes out at 9.6044 eV. As for the LUMO energy: 0.0943 eV. For the HOMO energy, the calculation gives -9.51 eV. The SMILES is SS.O.O.O. The multiplicity is 1.

Element x y z (Å)
S 1.5716 0.4699 1.9114
S 0.6712 -1.2904 1.4178
H 2.2898 0.6321 0.7729
H 1.3835 -2.0719 2.2525
H 0.5822 2.8708 -4.5173
H 0.2472 2.3038 -3.1816
O -0.0031 2.2632 -4.0860
H -1.4214 -1.2004 -3.0064
H -2.9446 -1.2492 -2.9399
O -2.1605 -1.8314 -2.8801
H -1.7765 1.2401 0.5008
H -1.7450 -0.0076 1.4275
O -1.8565 0.9215 1.3857

***

Entry b
Below is 4 unconnected molecules or ions with the total composition H8O3S2, with properties calculated with ωB97M-V with the def2-TZVPD basis set.

The gap between HOMO and LUMO comes out at 9.4284 eV. As for the LUMO energy: 0.0677 eV. For the HOMO energy, the calculation gives -9.36 eV. The SMILES is SS.O.O.O. The multiplicity is 1.

Element x y z (Å)
S -3.0916 2.6649 3.9547
S -3.8224 0.8785 3.1908
H -2.9140 2.4952 5.2600
H -2.9913 -0.0959 3.2561
H -2.7257 -2.2812 -3.0532
H -1.6282 -3.1311 -2.6210
O -2.3836 -3.1985 -3.1690
H 2.0726 1.8184 -2.5195
H 3.0104 0.7773 -2.9674
O 2.9094 1.4003 -2.3306
H 3.5455 -0.1470 -0.4195
H 4.1835 -0.3559 1.1367
O 3.8353 -0.8250 0.2819

***

Quick one: least stable of them? entry b